Entry 1:
Molecular formula: C2H25N2O9
Method: DFT, the ωB97M-V functional and the def2-TZVPD basis

```
38
Properties=species:S:1:pos:R:3:nbo_charge:R:1
C -0.40126 2.60966 1.79622 -0.442
N 0.55272 1.51844 1.92495 -0.514
C 0.51560 0.70547 2.95002 0.404
N 1.36528 -0.30681 3.05928 -0.737
H -0.71349 2.70787 0.72653 0.243
H 0.04721 3.56396 2.07791 0.217
H -1.32282 2.39921 2.35550 0.250
H 1.28896 1.42053 1.22147 0.433
H -0.22256 0.89073 3.72850 0.268
H 1.98928 -0.56104 2.30255 0.425
H 1.28251 -0.93562 3.84414 0.430
H -2.87452 0.11761 3.59522 0.486
H -2.26023 -0.35443 2.31701 0.515
O -2.03773 0.18629 3.11892 -1.016
H 0.39099 -2.14330 -1.92875 0.521
H 1.39263 -2.36624 -3.11732 0.502
O 1.27274 -1.87691 -2.29669 -1.002
H -1.64339 -3.33153 -1.71049 0.496
H -1.77306 -1.79155 -1.69952 0.517
O -1.17550 -2.53377 -1.43257 -1.001
H -2.35557 0.47156 -1.82204 0.522
H -3.65187 -0.32155 -2.23509 0.499
O -2.84048 -0.38981 -1.72263 -1.021
H 1.73548 1.16527 -2.11261 0.509
H 0.96677 -0.16581 -2.51069 0.497
O 0.94033 0.80784 -2.55188 -1.016
H 3.89146 -2.06910 -0.51884 0.492
H 2.48568 -1.64147 -1.09398 0.512
O 3.20089 -1.40263 -0.46543 -1.006
H -0.54413 1.51056 -2.11834 0.516
H -1.64464 2.43186 -2.70185 0.488
O -1.44453 1.88721 -1.93290 -0.998
H -2.79843 -0.92819 0.10016 0.506
H -1.88398 -2.00922 0.63919 0.492
O -2.57096 -1.39632 0.93218 -0.984
H 3.33184 0.32710 -0.80444 0.511
H 3.83011 1.76698 -1.04755 0.488
O 3.02521 1.25787 -0.89736 -1.000
```

Summary:
total charge = +1
HOMO energy = -0.509 Eh
frontier orbital gap = 11.5 eV
energy relative to the best compared isomer or geometry (same formula, charge and spin) = 0.0 kcal/mol

Entry 2:
Molecular formula: C2H26N2O10
Method: DFT, the ωB97M-V functional and the def2-TZVPD basis

```
40
Properties=species:S:1:pos:R:3:lowdin_spin:R:1
C 2.55434 0.24161 0.96320 0.077
N 1.16689 0.26509 1.23234 0.473
C 0.66055 -0.09465 2.47159 -0.022
N -0.54478 -0.53020 2.58627 0.367
H 3.18229 -0.32272 1.69174 0.019
H 2.84413 -0.32153 0.05168 0.010
H 3.00935 1.23018 0.95853 0.033
H 0.66435 -0.16457 0.46009 0.008
H 1.51508 0.03928 3.11984 -0.004
H -0.90137 -0.44760 3.53052 0.009
H 1.27330 3.49562 -0.69088 0.000
H 1.37382 1.98737 -0.86250 0.000
O 1.91965 2.76423 -0.68702 0.005
H 1.04193 -3.46056 -1.90743 0.000
H 0.53466 -2.97950 -0.52820 0.000
O 1.22712 -3.51368 -0.96602 0.000
H -1.19439 2.85776 0.00261 0.000
H -1.16930 4.29659 -0.24764 0.000
O -0.58276 3.53559 -0.35909 0.000
H -3.40779 -1.47079 0.60321 0.000
H -3.55510 -1.09158 -0.87759 0.000
O -3.62289 -0.73087 0.01493 0.000
H -1.43167 0.87334 1.18156 0.001
H -2.41028 0.81078 0.05486 0.000
O -1.42918 0.90260 0.19354 0.008
H -0.74582 -0.86865 -0.09237 -0.001
H -1.18229 -1.60793 -1.40371 0.000
O -0.64158 -1.69461 -0.58132 0.000
H -0.95320 -3.14277 0.61451 0.000
H -0.86199 -3.06811 2.10892 0.001
O -1.12032 -3.67460 1.40950 0.004
H -0.92376 -0.94907 -3.65608 0.000
H -1.81425 0.32867 -3.42834 0.000
O -1.73778 -0.61436 -3.25757 0.000
H 1.59351 -1.23653 -2.16161 0.000
H 1.96542 -0.78132 -3.58092 0.000
O 1.22615 -0.86696 -2.97058 0.000
H 0.06530 3.61302 1.71038 0.000
H 1.42492 2.88134 1.36011 -0.001
O 0.98775 3.51006 1.93896 0.013
```

Summary:
2S+1 = 2
total charge = +1
HOMO energy (spin up / spin down) = -0.512 / -0.512 Eh
frontier orbital gap (spin up / spin down) = 9.4 / 4.8 eV